[1]
ORCA calculation (the ωB97M-V functional and the def2-TZVPD basis) on C30H28F6N5O3RuS4 as an isolated structure.

F_max = 0.7 eV Å⁻¹
Expectation value of S² = 0.7973
Spin multiplicity = 2
ΔE to the lowest compared entry with this formula, charge and spin = 23.1 kcal/mol
Total charge = 0
HOMO (alpha / beta) = -5.64 / -5.89 eV
Orbital gap (alpha / beta) = 3.849 / 4.103 eV
LUMO energy (alpha / beta) = -1.792 / -1.792 eV

Positions of all 77 atoms, in Å:
Ru 1.1631 -2.0940 -1.8656
F -4.8197 -5.7695 -0.9018
C -3.7830 -4.9506 -0.6967
C -3.3202 -4.1405 -1.7156
F -3.9214 -4.1694 -2.9085
C -2.2507 -3.2933 -1.4903
F -1.8916 -2.4989 -2.5085
C -1.5896 -3.2282 -0.2677
S -0.2672 -2.1161 0.0332
C -2.0968 -4.0455 0.7383
F -1.5449 -4.0330 1.9598
C -3.1691 -4.8953 0.5414
F -3.6187 -5.6657 1.5398
C 2.9534 -5.8290 -3.6150
C 2.3633 -4.4565 -3.4421
S 1.0766 -4.2761 -2.3143
C 2.8172 -3.3785 -4.1553
C 3.9575 -3.4814 -5.1250
S 2.0271 -1.8598 -3.9500
H 2.3662 -6.5693 -3.0733
H 3.9713 -5.8583 -3.2169
H 2.9990 -6.1264 -4.6654
H 3.9082 -4.3872 -5.7332
H 4.9069 -3.5005 -4.5821
H 3.9770 -2.6177 -5.7892
C 2.4901 0.3414 4.9080
C 3.1800 1.0726 3.7657
N 2.6026 0.7521 2.4598
C 3.2126 -0.1707 1.6788
C 2.8217 -0.5247 0.4281
C 3.6013 -1.6491 -0.2434
O 4.7145 -1.8900 0.2101
O 3.0354 -2.2946 -1.1878
C 1.7355 0.1838 -0.1680
O 1.3810 0.0425 -1.3518
C 1.0213 1.1247 0.6988
C -0.1253 1.7400 0.1949
C -0.8095 2.6050 0.9933
F -1.8906 3.2642 0.5182
C -0.4177 2.8586 2.3127
C 0.7259 2.2721 2.8061
C 1.4652 1.3905 1.9992
N -1.1897 3.7237 3.1603
C -2.6224 3.4724 3.1798
C -3.2204 4.1630 4.3853
N -2.9468 5.6417 4.2375
C -1.4658 5.9144 4.1544
C -0.9007 5.1349 2.9836
H 2.8908 0.6740 5.8666
H 2.6543 -0.7327 4.8248
H 1.4135 0.5103 4.9065
H 4.2293 0.7878 3.7197
H 3.1551 2.1553 3.8985
H 4.0749 -0.6730 2.1010
H -0.4718 1.5060 -0.8038
H 1.0030 2.4713 3.8310
H -2.8049 2.4011 3.2551
H -3.1315 3.8240 2.2716
H -2.7392 3.8495 5.3097
H -4.2980 4.0298 4.4566
H -3.3708 6.1701 4.9984
H -3.3830 5.9576 3.3676
H -1.0387 5.5704 5.0946
H -1.3297 6.9891 4.0511
H 0.1768 5.2889 2.9522
H -1.3188 5.5276 2.0404
S -2.9641 0.7359 -1.8228
C -2.3594 0.8200 -3.3665
N -1.2183 0.1296 -3.7146
C -0.6958 0.1069 -4.9544
C -1.2920 0.8195 -5.9462
C -2.4386 1.5450 -5.5603
N -2.9510 1.5558 -4.3602
H -0.7267 -0.4181 -3.0063
H 0.1889 -0.5054 -5.0796
H -0.9074 0.8242 -6.9528
H -2.9588 2.1524 -6.2970

[2]
ORCA calculation (the ωB97M-V functional and the def2-TZVPD basis) on C30H28N2NiSi as an isolated structure at a distorted geometry.

F_max = 2.6 eV Å⁻¹
Expectation value of S² = 2.0346
Spin multiplicity = 3
Total charge = 0
HOMO (alpha / beta) = -6.37 / -6.49 eV
Orbital gap (alpha / beta) = 5.505 / 5.632 eV
LUMO energy (alpha / beta) = -0.865 / -0.861 eV

Positions of all 62 atoms, in Å:
C 0.6853 -1.6089 -0.3734
C -0.5129 -1.9347 -1.0658
C -0.7563 -0.9433 -2.0468
H -1.1105 -2.8305 -0.9062
C 0.2888 0.0302 -1.9693
C 1.2381 -0.4273 -0.9634
H 2.2345 -0.0051 -0.8375
H 1.1064 -2.2161 0.4106
H -1.5425 -0.9868 -2.7967
H 0.4786 0.8183 -2.7010
Ni -0.2332 0.7316 -0.0297
C -1.8159 2.0385 -0.9570
H -1.2816 2.1233 -1.9197
H -1.8047 2.9903 -0.3829
H -2.0514 1.0228 -0.4762
Si -3.9418 1.4886 -1.8774
C -5.7535 0.8951 -1.6728
C -6.0136 -0.3765 -2.2285
H -5.2292 -0.8710 -2.8090
C -7.2435 -1.0200 -2.0344
H -7.3988 -2.0366 -2.4040
C -8.2998 -0.3662 -1.3885
H -9.2582 -0.8682 -1.2416
C -8.0907 0.9549 -0.9778
H -8.9299 1.4996 -0.5476
C -6.8377 1.5810 -1.1161
H -6.7257 2.6146 -0.7800
C -3.9037 2.2044 -3.6231
C -4.9962 1.9940 -4.4849
H -5.9666 1.6660 -4.0956
C -4.8384 2.1548 -5.8674
H -5.6855 1.9846 -6.5241
C -3.6034 2.5454 -6.3997
H -3.4753 2.6454 -7.4769
C -2.5505 2.8571 -5.5317
H -1.5984 3.2018 -5.9294
C -2.7176 2.7509 -4.1468
H -1.9039 3.0678 -3.4958
H -3.2468 0.2289 -2.0337
H -3.7498 2.4770 -0.7353
C -1.9532 2.5681 3.2001
C -1.6672 1.7386 2.1101
N -0.4067 1.3127 1.8236
C 0.5607 1.4244 2.8034
C 0.3035 2.2197 3.9648
C -0.9571 2.8127 4.1143
C 1.3187 2.3760 4.9591
C 2.4863 1.6636 4.9005
C 2.7564 0.7609 3.8288
C 3.8770 -0.0940 3.8114
C 4.0516 -0.9743 2.7627
C 3.0942 -0.9698 1.7461
N 2.0445 -0.1669 1.7223
C 1.8162 0.6796 2.7415
H -2.9484 2.9892 3.2735
H -2.4617 1.4720 1.4233
H -1.1532 3.4512 4.9751
H 1.0897 3.0292 5.8049
H 3.2147 1.7337 5.7075
H 4.5572 -0.0435 4.6538
H 4.8871 -1.6560 2.7074
H 3.2123 -1.6650 0.9242

[3]
ORCA calculation (the ωB97M-V functional and the def2-TZVPD basis) on an isolated ion of composition C30H28NO6 and charge -1 at a distorted geometry.

F_max = 3.7 eV Å⁻¹
Structure (SMILES) = CCOC(=O)[C@H](N=C(c1ccccc1)c1ccccc1)[C@@H](C1=C([O-])OC(C)(C)OC1=O)c1ccccc1
ΔE to the lowest compared entry with this formula, charge and spin = 0.0 kcal/mol
Total charge = -1
HOMO = -4.30 eV
Orbital gap = 6.882 eV
LUMO energy = 2.578 eV

Positions of all 65 atoms, in Å:
C 0.0518 2.8445 6.0498
C 1.2376 2.3437 5.2935
O 1.1094 2.7711 3.8804
C 2.2178 2.4635 3.1695
O 2.9793 1.5953 3.5192
C 2.2719 3.1940 1.7609
N 2.4577 2.1050 0.9050
C 2.2949 2.0462 -0.3785
C 3.1399 1.0452 -1.0789
C 3.5159 1.1058 -2.4361
C 4.3423 0.1313 -3.0183
C 4.9050 -0.8871 -2.2303
C 4.6076 -0.9260 -0.8424
C 3.7847 0.0729 -0.2890
C 1.3802 2.8954 -1.1382
C 0.7014 2.3942 -2.2559
C -0.2477 3.1589 -2.9412
C -0.5442 4.4648 -2.5041
C 0.1269 4.9854 -1.3848
C 1.0829 4.2091 -0.7347
C 3.3448 4.4773 1.6758
C 2.9264 5.7209 2.3701
C 2.4883 5.4981 3.7324
O 2.9479 4.6560 4.4749
O 1.4259 6.2590 4.1366
C 1.4402 7.6300 3.5942
C 2.6944 8.3523 4.0276
C 0.1489 8.2018 4.1892
O 1.3438 7.5764 2.1755
C 2.2586 6.7592 1.5466
O 2.4034 6.8573 0.3424
C 4.6298 3.8213 2.0809
C 5.2496 4.0364 3.3251
C 6.0801 3.0186 3.7982
C 6.4829 1.9978 2.9388
C 6.1286 2.0219 1.5881
C 5.2973 3.0351 1.1271
H 0.2353 2.7211 7.1273
H -0.1018 3.9153 5.8555
H -0.8566 2.2832 5.8007
H 2.1231 2.8450 5.6773
H 1.3665 1.2535 5.3601
H 1.2492 3.6954 1.6251
H 3.2333 1.9568 -3.0498
H 4.5902 0.1421 -4.0890
H 5.5990 -1.6426 -2.6642
H 5.0272 -1.7155 -0.1914
H 3.6855 0.1398 0.8001
H 0.9102 1.3779 -2.5873
H -0.7693 2.7266 -3.8099
H -1.2811 5.0769 -3.0484
H -0.0851 5.9922 -1.0209
H 1.6280 4.6817 0.0599
H 3.3621 4.7025 0.5821
H 3.5953 7.9150 3.5953
H 2.6257 9.3857 3.7021
H 2.7545 8.3183 5.1158
H -0.7169 7.6227 3.8244
H 0.1898 8.0991 5.2833
H 0.0322 9.2556 3.9078
H 5.0275 4.9280 3.9221
H 6.3592 3.0534 4.8491
H 7.1253 1.2066 3.3291
H 6.4617 1.2468 0.9091
H 5.1108 3.1619 0.0534

[4]
ORCA calculation (the ωB97M-V functional and the def2-TZVPD basis) on C30H29AsF2N7S2Sn as an isolated structure.

F_max = 0.8 eV Å⁻¹
ΔE to the lowest compared entry with this formula, charge and spin = 36.7 kcal/mol
Total charge = -1
HOMO = -3.88 eV
Orbital gap = 6.001 eV
LUMO energy = 2.123 eV

Positions of all 72 atoms, in Å:
Sn 1.5779 -0.3158 0.6123
C -1.2804 -3.3568 0.8473
N 0.0546 -3.1698 1.3714
C 0.3132 -3.5796 2.7349
C 0.7707 -2.4514 3.6271
N 0.7623 -1.1864 3.3431
C 1.3499 -0.5536 4.4276
C 1.6340 0.7957 4.6152
C 2.2688 1.1577 5.7884
C 2.6005 0.2072 6.7632
C 2.3207 -1.1373 6.5931
C 1.6979 -1.4976 5.4047
N 1.3075 -2.7100 4.8696
C -2.1999 -2.1688 0.9061
N -1.9430 -0.9904 1.3684
C -3.0974 -0.2505 1.1715
C -3.3636 1.0813 1.4732
C -4.6173 1.5759 1.1608
C -5.5936 0.7695 0.5614
C -5.3461 -0.5575 0.2539
C -4.0843 -1.0473 0.5662
N -3.4876 -2.2816 0.4168
H -1.7991 -4.1814 1.3608
H -1.1847 -3.6373 -0.2052
H 0.7339 -3.5024 0.7069
H 1.1041 -4.3373 2.7736
H -0.5892 -4.0361 3.1586
H 1.3783 1.5127 3.8457
H 2.5243 2.1958 5.9586
H 3.1010 0.5316 7.6671
H 2.5818 -1.8678 7.3491
H 1.4703 -3.6174 5.2666
H -2.5936 1.6992 1.9166
H -4.8507 2.6101 1.3792
H -6.5626 1.1939 0.3320
H -6.1005 -1.1777 -0.2149
H -3.8849 -3.0840 -0.0366
S 2.7845 1.7852 -0.3605
C 4.4275 1.5753 0.1920
C 5.3403 2.5876 -0.2488
N 6.0402 3.4237 -0.6205
C 4.8790 0.5693 0.9881
S 3.9231 -0.7468 1.6323
C 6.2522 0.5595 1.3927
N 7.3480 0.5285 1.7470
F 0.9662 -2.7058 -1.3936
C 2.1265 -1.9094 -1.1272
F 2.4521 -1.3835 -2.3774
H 2.9102 -2.6535 -0.9306
C -1.3825 1.8643 -2.0211
As -0.1672 0.3532 -2.3219
C -1.4243 -0.7500 -3.3556
C 0.9436 1.0923 -3.8114
C 0.2040 1.9541 -4.7754
C -0.4779 1.4025 -5.8622
C -1.2561 2.1911 -6.6976
C -1.3630 3.5565 -6.4724
C -0.6656 4.1246 -5.4144
C 0.1083 3.3336 -4.5796
H -1.7716 2.2840 -2.9489
H -0.8539 2.6429 -1.4691
H -2.2222 1.5282 -1.4096
H -1.9597 -0.1709 -4.1093
H -2.1421 -1.1808 -2.6557
H -0.8795 -1.5661 -3.8306
H 1.3795 0.2208 -4.2977
H 1.7434 1.6365 -3.3085
H -0.3905 0.3390 -6.0536
H -1.7850 1.7351 -7.5264
H -1.9787 4.1707 -7.1175
H -0.7314 5.1911 -5.2351
H 0.6496 3.7827 -3.7544